No. 1
# C4H7ClS

A single C4H7ClS molecule at a distorted geometry (ωB97M-V/def2-TZVPD, OMol25).

Structure (XYZ):
```
13
Properties=species:S:1:pos:R:3:forces:R:3:nbo_charge:R:1
C -1.456630 -0.594842 -0.803419 -0.356 1.967 0.041 -0.66
C -0.008318 -0.942899 -0.626061 -0.293 -1.768 -0.950 -0.20
C 0.919870 -0.475444 0.217918 0.893 -1.416 -2.002 0.01
C 0.788177 0.509161 1.303000 -2.303 0.298 -2.094 -0.59
H -1.539246 0.300621 -1.462622 0.443 -0.426 0.004 0.23
H -2.015515 -0.190946 0.057550 0.179 -0.838 0.074 0.22
H -1.991268 -1.345522 -1.374095 -0.179 -0.326 0.492 0.23
H 0.210086 -1.780216 -1.401128 0.518 1.852 1.422 0.23
H 1.226191 0.301876 2.217439 0.909 -0.802 1.644 0.24
H -0.311275 0.610189 1.398575 0.603 -0.058 0.593 0.24
H 0.190777 2.386913 0.089370 1.114 -0.047 0.416 0.12
S 1.380408 2.089306 0.737885 -0.740 1.482 -0.626 0.00
Cl 2.606744 -0.868197 -0.354411 -0.787 0.080 0.985 -0.07
```
Positions in Å, forces in eV/Å.

Summary:
2S+1: 1
Energy relative to the best compared isomer or geometry (same formula, charge and spin) (kJ/mol): 79.1
Molar mass (g mol⁻¹): 122.620
Kohn-Sham gap (eV): 9.7
LUMO level (eV): 0.68
SMILES: C/C=C(/Cl)CS

***

No. 2
# C4H7CrO4

A molecular structure, C4H7CrO4 at a distorted geometry (ωB97M-V/def2-TZVPD, OMol25).

Structure (XYZ):
```
16
Properties=species:S:1:pos:R:3:forces:R:3:nbo_charge:R:1
O -0.567478 -0.015841 1.693684 -1.431 0.117 0.330 -0.82
C -0.779543 1.068681 0.813801 -0.365 -0.278 0.166 -0.09
C -0.245473 0.697809 -0.558543 -0.428 0.177 -0.222 -0.10
O 1.044253 0.117032 -0.371842 0.462 0.230 -0.202 -0.60
C 1.744680 -0.127011 -1.582507 0.155 -0.052 -0.279 -0.25
Cr 1.228604 -0.990803 1.406175 0.216 -0.966 0.118 0.90
H -0.249953 1.947827 1.209971 -0.062 -0.204 -0.073 0.18
H -1.848165 1.319866 0.737601 0.183 -0.073 -0.004 0.20
H -0.164043 1.588212 -1.199650 0.039 -0.179 0.067 0.18
H -0.896358 -0.042032 -1.054068 0.133 0.161 0.140 0.19
H 1.925460 0.821324 -2.108206 -0.040 -0.205 0.075 0.18
H 2.701784 -0.592384 -1.322367 -0.286 0.140 -0.097 0.20
H 1.166741 -0.804820 -2.227863 0.138 0.148 0.125 0.19
O -0.748936 -2.331395 1.523684 0.307 0.697 0.609 -0.76
C -1.566524 -1.411018 1.578875 -0.004 -0.482 -1.171 1.00
O -2.745050 -1.245445 1.461254 0.983 0.769 0.418 -0.61
```
Positions in Å, forces in eV/Å.

Summary:
2S+1: 6
Energy relative to the best compared isomer or geometry (same formula, charge and spin) (kJ/mol): 28.5
Molar mass (g mol⁻¹): 171.092
Kohn-Sham gap (spin up / spin down) (eV): 6.5 / 10.2
LUMO level (spin up / spin down) (eV): -0.23 / 0.03
⟨S²⟩: 8.75

***

No. 3
# C4H7ErO3

A molecular structure, C4H7ErO3 at a distorted geometry (ωB97M-V/def2-TZVPD, OMol25).

Structure (XYZ):
```
15
Properties=species:S:1:pos:R:3:forces:R:3:nbo_charge:R:1
O 0.564604 1.369278 0.418784 -3.809 -2.201 -0.286 -0.49
Er 3.986383 0.443096 0.659050 -0.375 0.169 -0.572 0.99
O 2.106828 1.492291 -1.200031 -0.789 -0.456 0.723 -0.64
C 1.302425 0.862522 -0.507773 2.769 1.552 0.366 0.94
O 1.613040 -0.417839 -0.293226 -0.938 -2.860 0.000 -0.64
C 0.555586 -1.477692 -0.046259 3.684 1.199 -1.912 -0.03
H 0.067685 -1.511486 -1.035240 -0.212 -0.821 0.931 0.20
H 1.222937 -2.239704 0.386858 -1.250 -0.251 -0.151 0.21
C -0.815635 0.248069 0.710211 -1.971 3.262 2.750 -0.11
C -1.938120 0.239089 -0.307652 1.086 0.458 -1.125 -0.67
H -0.820828 -0.626684 1.371231 1.553 -0.401 -0.729 0.26
H -1.132471 0.908809 1.530123 0.027 0.531 -0.497 0.24
H -1.689706 -0.363566 -1.191799 -0.282 0.139 0.184 0.21
H -2.842691 -0.182392 0.152344 0.405 0.003 0.189 0.27
H -2.180043 1.256206 -0.646626 0.102 -0.322 0.130 0.25
```
Positions in Å, forces in eV/Å.

Summary:
2S+1: 5
Energy relative to the best compared isomer or geometry (same formula, charge and spin) (kJ/mol): 492.3
Molar mass (g mol⁻¹): 270.357
Charge: +1
Kohn-Sham gap (spin up / spin down) (eV): 6.7 / 6.5
LUMO level (spin up / spin down) (eV): -3.63 / -4.81
⟨S²⟩: 6.01